This record from the Open Molecules 2025 dataset describes C28H45F9IrOP2 as an isolated structure. The level of theory is ωB97M-V/def2-TZVPD.

Its largest force on an atom is 3.95 eV/Å. The gap between HOMO and LUMO (spin up / spin down) comes out at 7.39 / 5.37 eV. The value obtained for the lowest unoccupied orbital energy (spin up / spin down) is -2.0 / -6.1 eV. Its HOMO energy (spin up / spin down) is -9.4 / -11.4 eV. The energy comes out at -2854.47934 hartree.

The geometry in ORCA input format:
```
! RIJCOSX wB97M-V def2-TZVPD def2/J DEFGRID3
* xyz 1 5
Ir -0.05828 0.04885 -0.08150
C -1.69686 1.56114 0.11721
C -2.17715 0.64238 -0.90683
C -1.95177 -0.53552 1.08403
C -1.79454 0.86515 1.36736
C -2.33530 -0.64064 -0.30791
C -1.70624 3.03841 -0.01406
H -1.35463 3.31865 -1.01350
H -1.07842 3.50580 0.75121
H -2.74468 3.40161 0.11532
C -1.89723 1.57742 2.65364
H -1.62978 2.64712 2.55010
H -1.17761 1.21838 3.35467
H -2.88253 1.42654 3.15471
C -2.17958 -1.66050 2.00841
H -3.25742 -1.76540 2.25115
H -1.61402 -1.43027 2.89529
H -1.82047 -2.60392 1.56519
C -3.08844 -1.80481 -0.83874
H -4.17643 -1.67401 -0.66170
H -2.79552 -2.72953 -0.32618
H -2.91968 -1.93238 -1.91859
C -2.88114 1.13260 -2.10431
H -3.84872 1.58808 -1.79118
H -3.07363 0.32401 -2.82293
H -2.28785 1.90882 -2.60493
C 1.59752 0.45798 -3.38548
C 0.57853 1.31793 -3.53812
C -0.02764 1.57386 -4.87203
C -0.90054 0.43002 -5.47665
C -1.03288 -0.85245 -4.70496
C -0.00303 -1.69997 -4.60448
C 1.32978 -1.36603 -5.22054
C 2.19670 -0.24646 -4.55184
H 0.74172 1.81676 -5.61225
H -0.49398 0.20413 -6.47644
H -0.65679 2.47008 -4.81791
H 2.47798 0.45905 -5.33872
H 1.95555 0.18658 -2.38585
H 0.11216 1.80372 -2.66996
H 3.14066 -0.71246 -4.24672
H 1.94224 -2.28150 -5.22977
H -0.04021 -2.62821 -4.03392
H 1.19199 -1.08590 -6.27694
H -1.91049 0.83874 -5.63680
H -1.99323 -1.00755 -4.20856
P 1.66118 1.68139 0.51311
C 1.39540 2.66647 2.07689
H 2.27983 3.27384 2.33455
H 1.26998 1.93694 2.86678
H 0.49806 3.29548 2.03698
C 3.41477 1.20110 0.83266
H 3.98585 2.05244 1.25721
H 3.87993 0.90681 -0.12057
H 3.45350 0.36383 1.54655
C 1.94699 3.25088 -0.43528
H 2.41807 3.01485 -1.39675
H 2.59991 3.93068 0.15002
H 0.98576 3.75776 -0.60084
P 0.94956 -2.20884 -0.24698
C -0.20221 -3.61000 -0.68415
H 0.37368 -4.47196 -1.06854
H -0.93806 -3.30272 -1.42943
H -0.72743 -3.95506 0.22737
C 2.60567 -2.58825 -0.97875
H 2.54145 -2.72251 -2.06836
H 3.03630 -3.49651 -0.51256
H 3.28320 -1.75674 -0.74750
C 1.41638 -3.24366 1.23373
H 1.62410 -4.30519 0.99531
H 0.56880 -3.21476 1.90751
H 2.28748 -2.81467 1.71847
F -1.52203 0.67458 5.73970
C -1.26339 -0.40495 4.96981
F -0.90962 -1.45299 5.75221
F -2.48708 -0.68454 4.43224
C 0.26282 -0.18877 4.08102
O 0.23551 0.14980 2.78783
C 1.02465 0.91346 4.87113
F 1.01304 0.52464 6.15751
F 2.33074 0.99884 4.44164
F 0.43822 2.14639 4.78919
C 1.26513 -1.47961 3.98317
F 1.79531 -1.78815 5.14823
F 0.40038 -2.48104 3.68270
F 2.31153 -1.44206 3.08659
*
```

Atom charges from the Mulliken analysis, given in e for atoms 1 to 4: 2.205 0.393 0.318 -0.113

This record from the Open Molecules 2025 dataset describes a 4-piece molecular cluster, C28H45F9O13 overall. The level of theory is ωB97M-V/def2-TZVPD.

Its largest force on an atom is 3.81 eV/Å. The gap between HOMO and LUMO comes out at 10.32 eV. As for the SMILES: CCCO[C@](CCC(=O)O)(OCCOCC)OC(=O)[C@@H](C)CC.CCOC(=O)C(F)(F)F.CCOC(=O)C(F)(F)F.CCOC(=O)C(F)(F)F. The value obtained for the lowest unoccupied orbital energy is 0.5 eV. Its HOMO energy is -9.9 eV. The energy comes out at -2970.82778 hartree.

The geometry in ORCA input format:
```
! RIJCOSX wB97M-V def2-TZVPD def2/J DEFGRID3
* xyz 0 1
C -0.38098 1.92753 -4.75257
C 0.52175 2.76160 -3.78026
C 1.16290 1.79239 -2.71575
O 2.08098 2.39642 -1.82163
C 1.49785 3.07556 -0.69935
C 2.71980 3.08501 0.30914
C 3.20175 1.65214 0.64690
C 2.75907 1.15210 2.03008
O 1.86090 1.60104 2.69653
O 3.48740 0.03005 2.49073
O 0.51928 2.32810 -0.04166
C -0.85735 2.59200 -0.30891
C -1.51444 3.20600 0.96382
O -1.81149 2.20196 1.92379
C -2.43606 2.79064 3.06424
C -1.36823 3.18226 4.13841
O 1.15042 4.36220 -1.18884
C 0.84128 5.36683 -0.29758
O 1.49347 5.75061 0.63551
C -0.48325 6.15957 -0.61504
C -0.34298 7.69380 -0.35451
C -0.93199 5.99571 -2.12226
C 0.14404 6.46719 -3.15491
H 0.10108 1.74901 -5.73363
H -0.66840 0.96581 -4.26319
H -1.34716 2.45422 -4.93229
H -0.16519 3.41781 -3.19870
H 1.27924 3.39230 -4.28283
H 0.35102 1.18662 -2.25738
H 1.75598 1.06727 -3.32976
H 3.49239 3.75181 -0.11826
H 2.36621 3.53983 1.26239
H 2.92575 0.87656 -0.09525
H 4.31905 1.66959 0.66623
H 2.81664 -0.63376 2.74236
H -1.08440 3.16078 -1.22926
H -1.36603 1.60122 -0.42654
H -2.47397 3.69494 0.63848
H -0.86234 3.99375 1.41882
H -2.96899 3.73135 2.78338
H -3.17640 2.09186 3.51006
H -0.70180 3.94510 3.68361
H -0.74491 2.31821 4.45375
H -1.83791 3.61903 5.04652
H -1.33925 5.79624 -0.01237
H 0.47513 7.97908 0.33450
H -1.28898 8.02984 0.13524
H -0.24493 8.30795 -1.27227
H -1.32603 4.98587 -2.35049
H -1.80125 6.69115 -2.23056
H 0.16297 5.81363 -4.05612
H -0.01872 7.52355 -3.44825
H 1.17828 6.40997 -2.73641
C 0.95644 -1.45803 5.00505
C 0.07163 -2.37893 5.81791
O 0.63375 -3.70118 5.89614
C 1.59113 -3.87915 6.81093
O 2.01042 -3.03395 7.54905
C 2.05660 -5.33758 6.80345
F 2.25322 -5.79970 5.55603
F 1.14187 -6.13774 7.38401
F 3.20517 -5.49771 7.47065
H 1.15161 -1.87754 4.01506
H 0.48752 -0.48064 4.88639
H 1.92331 -1.32032 5.49240
H -0.89710 -2.48588 5.33057
H -0.11123 -1.98080 6.81717
C 0.65746 -4.19721 -0.75457
C 0.41442 -2.70321 -0.78777
O -0.98197 -2.40434 -0.61136
C -1.42944 -2.40950 0.64741
O -0.76706 -2.64816 1.61702
C -2.91221 -2.03043 0.67690
F -3.61793 -2.67709 -0.26763
F -3.07548 -0.71176 0.46246
F -3.47556 -2.31495 1.85705
H 0.03129 -4.70059 -1.48687
H 1.70372 -4.42099 -0.96814
H 0.40826 -4.61581 0.22228
H 0.69159 -2.30414 -1.76366
H 1.01453 -2.17961 -0.04139
C -1.35507 -9.52473 -4.83913
C -1.79827 -8.59290 -3.73018
O -0.97203 -7.41596 -3.68549
C -1.27355 -6.45369 -4.56267
O -2.15664 -6.50264 -5.36949
C -0.34116 -5.25651 -4.36401
F 0.94415 -5.62562 -4.22373
F -0.67286 -4.56132 -3.25437
F -0.38694 -4.40246 -5.39146
H -0.29593 -9.76729 -4.73391
H -1.93383 -10.44859 -4.81633
H -1.48329 -9.06099 -5.81816
H -1.68254 -9.08381 -2.76439
H -2.84922 -8.31783 -3.83096
*
```

Atom charges from the Mulliken analysis, given in e for atoms 1 to 4: -1.337 0.797 -0.599 -0.446

This record from the Open Molecules 2025 dataset describes C28H45N7O4RuS2Si2 as an isolated structure. The level of theory is ωB97M-V/def2-TZVPD.

Its largest force on an atom is 2.95 eV/Å. The gap between HOMO and LUMO (spin up / spin down) comes out at 5.39 / 6.35 eV. The value obtained for the energy above the lowest of the compared OMol25 structures with the same formula, charge and spin is 2.850 eV. The value obtained for the lowest unoccupied orbital energy (spin up / spin down) is -4.1 / -3.2 eV. Its HOMO energy (spin up / spin down) is -9.5 / -9.6 eV. The energy comes out at -3248.27331 hartree.

The geometry in ORCA input format:
```
! RIJCOSX wB97M-V def2-TZVPD def2/J DEFGRID3
* xyz 1 2
Ru -0.51996 0.65688 -0.11733
O 3.80364 0.18158 2.08237
C 3.56094 1.09718 3.03757
C 4.46954 1.23538 4.08497
C 4.23354 2.14228 5.09617
C 3.09334 2.94138 5.08577
C 2.20354 2.84068 4.04017
C 2.41814 1.92048 3.00897
C 1.45134 1.80228 1.91637
O 1.52014 0.83378 1.08187
N 0.51184 2.73008 1.87537
N -0.29066 2.71588 0.81177
C -1.36076 3.44838 0.85807
S -1.88836 4.17198 2.37787
C -3.57796 4.49238 1.76317
C -3.45186 4.93978 0.33007
S -2.30876 3.79178 -0.55013
H 3.02164 0.19878 1.47977
H 5.35204 0.61328 4.07847
H 4.94104 2.23388 5.90587
H 2.90584 3.63558 5.89167
H 1.31584 3.45168 3.99107
H -4.02976 5.25448 2.39497
H -4.14946 3.56568 1.85287
H -3.02976 5.94148 0.25497
H -4.40536 4.90568 -0.19233
N 1.33884 0.76078 -1.78563
C 0.75544 0.97898 -3.10253
C 1.75454 1.36378 -4.19643
C 2.82844 0.32238 -4.53413
C 2.32424 -0.89262 -5.32293
N 1.33724 -1.69152 -4.60953
C 1.54654 -2.37212 -3.48933
N 2.78144 -2.53372 -3.00933
N 0.51154 -2.91302 -2.85163
C -0.36376 2.10978 -2.95693
O -0.47686 2.92408 -3.84603
O -1.05206 1.99838 -1.91003
H 1.73264 1.63178 -1.42713
H 2.07154 0.05548 -1.79293
H 0.19904 0.07558 -3.37393
H 2.25844 2.28058 -3.88443
H 1.17674 1.61388 -5.08693
H 3.33884 0.00058 -3.62343
H 3.57794 0.80768 -5.16073
H 3.16934 -1.52832 -5.60653
H 1.84744 -0.55222 -6.24213
H 0.37714 -1.56632 -4.89123
H 3.58634 -2.27542 -3.55683
H 2.93474 -3.06602 -2.16813
H -0.44646 -2.70392 -3.11773
H 0.63774 -3.36392 -1.95783
C 1.62514 -2.42922 0.40117
Si 0.16344 -2.38322 1.66397
C -0.25816 -4.18712 2.12557
C 0.65864 -1.48682 3.26227
C -1.16816 -1.43842 0.72297
C -1.64866 -1.91372 -0.54553
C -2.03496 -3.23642 -0.83603
C -2.55356 -3.53212 -2.07633
C -2.64336 -2.52512 -3.04483
C -2.25676 -1.24272 -2.68473
N -1.76616 -0.95462 -1.49143
Si -2.50676 -0.37392 1.58957
C -3.64446 -1.70522 2.36837
C -1.97426 0.72088 3.06997
C -3.58076 0.62238 0.33307
H 2.57024 -2.23612 0.89637
H 1.47224 -1.64662 -0.34393
H 1.71024 -3.39802 -0.08773
H 0.52914 -4.57842 2.76027
H -0.34386 -4.85282 1.27427
H -1.18426 -4.24652 2.68667
H 1.68484 -1.71612 3.53077
H 0.02654 -1.78282 4.09217
H 0.58344 -0.41202 3.15367
H -1.97626 -3.97752 -0.05743
H -2.91156 -4.52372 -2.30673
H -3.04816 -2.72092 -4.02443
H -2.35766 -0.40772 -3.36693
H -3.12016 -2.23202 3.15867
H -3.97666 -2.44212 1.64567
H -4.52336 -1.24462 2.80407
H -1.83596 0.10518 3.94957
H -2.75866 1.43528 3.29647
H -1.05556 1.27878 2.91627
H -4.21006 -0.05152 -0.24163
H -2.98116 1.19788 -0.38253
H -4.24096 1.31068 0.85237
*
```

Atom charges from the Mulliken analysis, given in e for atoms 1 to 4: 0.223 -0.752 0.395 -0.694